{
  "formula": "C2H6N2O",
  "method": "ωB97M-V/def2-TZVPD",
  "species": ["C", "C", "N", "O", "N", "H", "H", "H", "H", "H", "H"],
  "positions_angstrom": [[0.6578, 1.4522, -0.1047], [-0.7713, -0.5983, -0.0997], [0.6513, -0.6950, 0.2010], [-1.3646, -1.8354, 0.1041], [-1.2871, 0.5038, -0.2933], [-2.3135, -1.6857, -0.0048], [0.8442, -1.1148, 1.1115], [1.2290, -1.1525, -0.5049], [1.6870, 1.3671, 0.2227], [0.1088, 2.1287, 0.5324], [0.5583, 1.6300, -1.1643]],
  "forces_ev_per_angstrom": [[-1.22, 0.79, -0.33], [0.67, -0.64, 1.13], [0.28, -0.38, 0.00], [-0.23, 0.35, -0.42], [1.10, 0.42, -0.15], [0.07, -0.07, 0.00], [-0.12, -0.12, -0.26], [-0.35, -0.14, 0.12], [-0.13, -0.62, 0.05], [-0.08, 0.16, -0.20], [0.03, 0.24, 0.06]],
  "energy_ev": -7194.72317,
  "lumo_ev": [0.18, 0.18],
  "e_homo_ev": [-7.971, -7.972],
  "relative_energy_kj_mol": 488.64,
  "homo_lumo_gap_ev": [8.2, 8.2]
}